Entry 1:
Below is C26H28Cl2N4O4 in the gas phase, with properties calculated with ωB97M-V/def2-TZVPD.

For the energy relative to the best compared isomer or geometry (same formula, charge and spin), the calculation gives 0.075 eV. The energy comes out at -2447.94300 Ha. As for the LUMO energy: 0.55 eV. The frontier orbital gap comes out at 8.4 eV. Its SMILES is CC(=O)N1CCN(c2ccc(OC[C@H]3CO[C@](Cn4ccnc4)(c4ccc(Cl)cc4Cl)O3)cc2)CC1.

Last column: natural (NBO) charge in e.
Geometry (Å):
1 C -6.083 -3.541 1.017  -0.714
2 C -6.338 -2.430 0.020  0.689
3 O -6.928 -2.628 -1.024  -0.629
4 N -5.900 -1.192 0.361  -0.447
5 C -5.120 -0.824 1.515  -0.206
6 H -5.018 -1.659 2.204  0.215
7 C -3.735 -0.346 1.065  -0.226
8 N -3.883 0.769 0.150  -0.453
9 C -2.808 1.646 0.011  0.144
10 C -2.257 1.982 -1.227  -0.211
11 C -1.190 2.855 -1.324  -0.291
12 C -0.632 3.417 -0.185  0.355
13 C -1.202 3.128 1.051  -0.274
14 C -2.272 2.263 1.146  -0.235
15 H -2.703 2.065 2.116  0.216
16 H -0.792 3.593 1.936  0.225
17 O 0.429 4.305 -0.205  -0.529
18 C 1.522 3.974 -1.020  -0.072
19 C 2.354 2.824 -0.432  0.043
20 C 2.767 3.048 1.036  -0.099
21 H 3.849 3.180 1.139  0.183
22 O 2.348 1.881 1.714  -0.533
23 C 1.968 0.922 0.746  0.513
24 C 3.113 -0.053 0.473  -0.061
25 C 4.004 -0.312 1.509  -0.196
26 C 5.036 -1.218 1.371  -0.241
27 C 5.182 -1.888 0.165  -0.028
28 C 4.312 -1.651 -0.884  -0.242
29 C 3.278 -0.736 -0.730  -0.034
30 Cl 2.226 -0.499 -2.074  0.048
31 H 4.424 -2.173 -1.820  0.243
32 Cl 6.457 -3.029 -0.034  0.022
33 H 5.717 -1.405 2.185  0.231
34 H 3.873 0.223 2.438  0.236
35 O 1.571 1.647 -0.382  -0.527
36 C 0.756 0.155 1.336  -0.236
37 N 0.370 -0.986 0.570  -0.366
38 C -0.499 -1.013 -0.470  0.170
39 N -0.636 -2.210 -0.964  -0.470
40 C 0.187 -3.008 -0.233  -0.085
41 C 0.825 -2.269 0.721  -0.116
42 H 1.537 -2.534 1.475  0.219
43 H 0.265 -4.056 -0.439  0.207
44 H -0.993 -0.131 -0.824  0.212
45 H 1.037 -0.150 2.347  0.221
46 H -0.076 0.864 1.383  0.249
47 H 2.241 3.902 1.472  0.201
48 H 3.237 2.658 -1.069  0.184
49 H 1.214 3.696 -2.033  0.186
50 H 2.144 4.871 -1.068  0.201
51 H -0.791 3.079 -2.302  0.217
52 H -2.644 1.545 -2.134  0.215
53 C -4.636 0.377 -1.025  -0.228
54 H -4.759 1.242 -1.677  0.213
55 C -6.021 -0.102 -0.582  -0.229
56 H -6.593 -0.462 -1.438  0.253
57 H -6.556 0.726 -0.103  0.192
58 H -4.134 -0.432 -1.580  0.187
59 H -3.150 -0.042 1.933  0.209
60 H -3.212 -1.182 0.569  0.190
61 H -5.630 0.000 2.030  0.194
62 H -6.527 -4.450 0.622  0.245
63 H -6.539 -3.314 1.978  0.223
64 H -5.015 -3.700 1.150  0.227



Entry 2:
Below is a molecular structure, C45H50BHgN9O3P2S2Si at a distorted geometry, with properties calculated with ωB97M-V/def2-TZVPD.

For the energy relative to the best compared isomer or geometry (same formula, charge and spin), the calculation gives 4.643 eV. The energy comes out at -4410.19748 Ha. As for the LUMO energy: 3.88 eV. The frontier orbital gap comes out at 6.0 eV. As for the charge: -2.

Last column: Mulliken charge in e.
Geometry (Å):
1 Hg 0.830 1.246 1.134  2.490
2 C -2.640 1.852 1.666  -0.838
3 C -1.874 3.102 1.225  0.099
4 C -2.303 4.374 0.990  -2.027
5 C -1.194 5.127 0.626  0.049
6 N -0.166 4.295 0.565  0.582
7 N -0.556 3.062 0.936  0.032
8 B 1.369 4.591 0.357  -0.609
9 N 1.950 3.585 -0.743  -0.270
10 C 3.228 3.815 -1.270  -0.207
11 C 4.014 2.787 -1.382  -1.682
12 C 3.290 1.578 -0.832  2.134
13 C 3.909 0.878 0.321  -1.061
14 N 1.932 2.122 -0.593  0.707
15 N 2.109 4.274 1.703  1.710
16 C 1.694 3.777 2.914  -0.611
17 C 2.788 3.505 3.658  -0.572
18 C 3.904 3.845 2.828  0.405
19 C 5.321 3.360 3.077  -1.321
20 N 3.468 4.321 1.663  -0.920
21 N 1.595 6.045 -0.038  1.066
22 C 2.213 7.015 0.684  -0.493
23 C 2.234 8.173 0.005  -0.694
24 C 1.629 7.814 -1.248  0.566
25 C 1.490 8.866 -2.296  -1.370
26 N 1.297 6.535 -1.284  -1.208
27 H -3.493 1.794 1.094  0.512
28 H -2.072 0.926 1.547  -0.612
29 H -2.792 1.925 2.738  0.400
30 H -3.238 4.834 1.106  0.554
31 H -1.106 6.165 0.463  0.532
32 H 3.428 4.834 -1.591  0.472
33 H 4.988 2.743 -1.772  0.510
34 H 4.906 0.432 0.135  0.469
35 H 4.015 1.558 1.224  -0.315
36 H 3.327 0.036 0.637  -0.153
37 H 0.642 3.674 3.167  0.412
38 H 2.961 3.072 4.685  0.250
39 H 5.468 3.158 4.158  0.379
40 H 5.516 2.444 2.597  0.230
41 H 6.089 4.072 2.797  0.337
42 H 2.716 6.843 1.636  0.353
43 H 2.666 9.081 0.339  0.386
44 H 0.459 9.249 -2.378  0.234
45 H 2.200 9.665 -2.154  0.328
46 H 1.664 8.369 -3.251  0.346
47 N -1.331 -3.047 -1.259  -0.021
48 P -2.014 -2.058 0.036  0.801
49 C -3.551 -2.960 0.513  0.594
50 C -4.190 -3.890 -0.311  -0.724
51 C -5.255 -4.607 0.222  -0.459
52 C -5.726 -4.402 1.510  -0.502
53 C -5.160 -3.374 2.262  -0.402
54 C -4.047 -2.668 1.778  -0.401
55 C -2.656 -0.598 -0.892  0.778
56 C -1.657 0.229 -1.366  0.397
57 C -1.969 1.489 -1.969  -1.352
58 C -3.272 1.924 -2.067  -0.627
59 C -4.286 0.997 -1.724  -0.479
60 C -4.001 -0.257 -1.170  -0.463
61 P -0.359 -4.417 -0.808  -0.034
62 C -0.772 -4.730 0.903  0.087
63 C -1.786 -5.646 1.236  0.013
64 C -2.132 -5.828 2.591  -0.881
65 C -1.544 -4.947 3.539  -0.387
66 C -0.609 -3.987 3.186  -0.268
67 C -0.157 -3.923 1.855  0.369
68 C -1.181 -5.813 -1.679  -0.067
69 C -2.137 -5.667 -2.699  -0.069
70 C -2.629 -6.790 -3.365  -0.674
71 C -2.043 -8.059 -3.169  -0.559
72 C -1.118 -8.201 -2.171  -0.456
73 C -0.626 -7.090 -1.449  -0.002
74 H -0.869 -2.539 -1.958  0.446
75 H -4.039 -4.019 -1.369  0.414
76 H -5.678 -5.441 -0.390  0.269
77 H -6.511 -5.002 2.020  0.293
78 H -5.577 -3.193 3.326  0.219
79 H -3.472 -1.878 2.319  0.388
80 H -0.612 0.016 -1.399  -0.196
81 H -1.182 2.061 -2.374  0.339
82 H -3.511 2.934 -2.450  0.348
83 H -5.304 1.355 -1.887  0.292
84 H -4.919 -0.955 -1.051  0.093
85 H -2.345 -6.151 0.407  0.149
86 H -2.853 -6.563 2.896  0.383
87 H -1.883 -4.995 4.621  0.249
88 H -0.152 -3.247 3.867  0.307
89 H 0.507 -3.146 1.520  -0.002
90 H -2.585 -4.654 -2.899  0.282
91 H -3.282 -6.599 -4.211  0.362
92 H -2.327 -8.881 -3.757  0.447
93 H -0.607 -9.176 -1.970  0.276
94 H 0.178 -7.152 -0.661  0.325
95 C 3.477 -2.188 -1.141  -0.933
96 Si 2.974 -0.999 -2.512  0.216
97 C 1.499 -1.610 -3.373  -0.524
98 C 4.514 -0.750 -3.585  -1.378
99 C 2.554 0.659 -1.799  -0.242
100 C 1.344 1.288 -1.779  -1.074
101 H 3.455 -3.247 -1.268  0.474
102 H 2.790 -2.101 -0.255  0.025
103 H 4.508 -1.937 -0.818  0.290
104 H 1.715 -2.230 -4.228  0.476
105 H 0.881 -0.749 -3.489  0.318
106 H 1.012 -2.246 -2.534  -0.376
107 H 5.187 -1.596 -3.385  0.338
108 H 4.992 0.102 -3.267  0.387
109 H 4.430 -0.667 -4.660  0.356
110 O -0.243 -0.940 4.975  -0.650
111 S -0.506 -0.176 3.767  0.484
112 O -0.636 1.291 3.861  -0.553
113 O -1.711 -0.585 3.042  -0.464
114 S 1.117 -0.594 2.472  -0.651



Entry 3:
Below is C3H5N3O in the gas phase at a distorted geometry, with properties calculated with ωB97M-V/def2-TZVPD.

For the energy relative to the best compared isomer or geometry (same formula, charge and spin), the calculation gives 0.388 eV. The energy comes out at -356.84311 Ha. As for the LUMO energy: 0.80 eV. The frontier orbital gap comes out at 9.7 eV. Its SMILES is Cc1n[nH]c(=O)[nH]1.

Last column: natural (NBO) charge in e.
Geometry (Å):
1 C 1.920 -0.169 0.034  -0.655
2 C 0.435 -0.194 0.079  0.360
3 N -0.274 -1.198 0.496  -0.276
4 N -1.580 -0.789 0.354  -0.448
5 C -1.702 0.474 -0.159  0.723
6 O -2.668 1.164 -0.432  -0.648
7 N -0.382 0.842 -0.325  -0.618
8 H 2.281 -0.026 -0.990  0.229
9 H 2.293 -1.123 0.409  0.248
10 H 2.324 0.638 0.654  0.229
11 H -2.337 -1.404 0.595  0.416
12 H -0.312 1.785 -0.715  0.439



Entry 4:
Below is a molecular structure, C7H10BrGaNO2S5 at a distorted geometry, with properties calculated with ωB97M-V/def2-TZVPD.

The energy comes out at -6967.56917 Ha. As for the LUMO energy: -3.03 eV. The frontier orbital gap comes out at 7.9 eV. As for the charge: +1.

Last column: natural (NBO) charge in e.
Geometry (Å):
1 Ga 0.276 0.295 -0.211  1.286
2 O -1.319 -1.961 5.403  -0.612
3 C -0.938 -1.402 4.263  0.403
4 C -0.101 -0.282 4.188  -0.317
5 C 0.245 0.211 2.953  0.091
6 N -0.196 -0.334 1.814  -0.605
7 C -0.995 -1.395 1.898  0.171
8 Br -1.537 -2.067 0.221  0.212
9 C -1.399 -1.973 3.073  -0.313
10 H -0.945 -1.524 6.176  0.503
11 H 0.283 0.192 5.082  0.244
12 H 0.908 1.060 2.844  0.235
13 H -2.040 -2.843 3.088  0.267
14 S 0.133 0.546 -2.529  -0.419
15 S 1.927 -0.346 -2.983  0.045
16 S 3.197 0.571 -1.665  0.034
17 S 2.525 -0.151 0.141  -0.393
18 C -1.374 4.091 -0.573  -0.807
19 S -2.149 2.476 -0.697  1.292
20 C -3.510 2.732 0.446  -0.799
21 O -1.216 1.555 0.110  -1.061
22 H -2.058 4.826 -0.997  0.258
23 H -0.459 4.060 -1.163  0.269
24 H -1.145 4.317 0.466  0.248
25 H -4.181 3.475 0.014  0.259
26 H -3.129 3.060 1.411  0.248
27 H -4.034 1.784 0.548  0.260



Entry 5:
Below is a gas-phase ion, C29H45BF3IN3O2 (charge +1) at a distorted geometry, with properties calculated with ωB97M-V/def2-TZVPD.

The energy comes out at -2068.63901 Ha. As for the LUMO energy: -4.61 eV. The frontier orbital gap comes out at 6.9 eV. Its SMILES is CCCCCCCCCCCCCc1c(C[C@H](C)I)c(N(C)C(C)=O)cc2c(C(F)(F)F)c(B(N)O)[nH+]cc12. As for the charge: +1.

Last column: Mulliken charge in e.
Geometry (Å):
1 C -10.115 -1.522 -2.909  -1.040
2 C -9.307 -0.180 -2.643  -0.258
3 C -8.424 0.201 -3.900  -0.809
4 C -7.262 -0.836 -4.203  -0.585
5 C -6.036 -0.675 -3.184  -0.530
6 C -5.026 0.421 -3.733  -0.657
7 C -3.960 0.865 -2.644  -0.713
8 C -2.598 1.381 -3.255  -0.638
9 C -1.456 0.285 -3.339  -0.626
10 C -0.072 0.796 -2.717  -0.742
11 C -0.186 0.597 -1.158  -0.367
12 C 1.111 0.990 -0.345  -0.497
13 C 0.775 0.963 1.210  -1.237
14 C 2.050 0.389 1.950  0.564
15 C 2.146 -0.946 2.515  -0.021
16 C 0.889 -1.900 2.445  -1.123
17 C 0.376 -2.223 0.974  -0.698
18 C -1.218 -2.074 0.963  -1.196
19 I 0.711 -4.365 0.576  0.114
20 C 3.445 -1.408 3.183  -0.613
21 N 3.450 -2.747 3.685  0.075
22 C 4.629 -3.040 4.554  -1.108
23 C 3.570 -3.719 2.558  0.533
24 C 4.050 -3.295 1.125  -0.787
25 O 3.287 -4.858 2.822  -0.528
26 C 4.569 -0.472 3.266  -0.029
27 C 4.536 0.891 2.717  -0.054
28 C 5.708 1.868 2.780  0.141
29 C 6.960 1.369 3.510  0.609
30 F 7.396 0.211 2.871  -0.248
31 F 8.034 2.171 3.641  -0.235
32 F 6.582 0.999 4.801  -0.253
33 C 5.482 3.134 2.141  0.136
34 B 6.642 4.246 2.082  0.369
35 N 8.012 3.997 1.554  -0.571
36 O 6.375 5.549 2.596  -0.636
37 N 4.266 3.473 1.500  0.110
38 C 3.187 2.628 1.463  -0.946
39 C 3.241 1.294 2.054  0.661
40 H -11.209 -1.291 -3.025  0.285
41 H -9.774 -1.959 -3.894  0.282
42 H -9.944 -2.274 -2.092  0.270
43 H -9.975 0.702 -2.416  0.365
44 H -8.649 -0.369 -1.745  0.171
45 H -9.038 0.321 -4.840  0.349
46 H -7.904 1.179 -3.657  0.284
47 H -7.647 -1.892 -4.239  0.393
48 H -6.844 -0.596 -5.227  0.353
49 H -5.504 -1.655 -3.062  0.311
50 H -6.512 -0.338 -2.215  0.233
51 H -5.631 1.321 -4.052  0.299
52 H -4.556 0.023 -4.678  0.291
53 H -4.424 1.745 -2.106  0.339
54 H -3.837 0.057 -1.875  0.299
55 H -2.753 1.796 -4.292  0.380
56 H -2.225 2.201 -2.577  0.319
57 H -1.322 -0.117 -4.385  0.435
58 H -1.779 -0.565 -2.663  0.197
59 H 0.175 1.848 -3.018  0.353
60 H 0.698 0.048 -3.078  0.390
61 H -0.375 -0.495 -0.963  -0.142
62 H -1.063 1.177 -0.740  0.270
63 H 1.526 1.976 -0.682  0.473
64 H 1.899 0.205 -0.563  0.216
65 H -0.093 0.318 1.487  0.399
66 H 0.623 1.992 1.653  0.720
67 H 1.058 -2.846 3.034  0.613
68 H 0.028 -1.386 2.973  0.588
69 H 0.872 -1.632 0.166  0.679
70 H -1.585 -2.561 0.012  0.465
71 H -1.553 -1.005 0.907  0.289
72 H -1.617 -2.594 1.870  0.447
73 H 4.857 -2.222 5.290  0.440
74 H 5.539 -3.085 3.871  0.393
75 H 4.560 -4.054 5.022  0.292
76 H 3.496 -2.406 0.713  0.146
77 H 3.781 -4.152 0.443  0.298
78 H 5.161 -3.158 1.075  0.337
79 H 5.496 -0.799 3.782  0.445
80 H 8.666 4.433 2.224  0.222
81 H 8.166 4.531 0.688  0.279
82 H 6.940 5.720 3.374  0.327
83 H 4.184 4.384 1.044  0.334
84 H 2.270 3.017 0.949  0.303